Density functional theory data (wB97M-V/def2-TZVPD) for a single C3H8NOPS molecule in a non-equilibrium geometry.

Calculated values
E_LUMO	0.61	eV
E_HOMO	-8.8	eV
SMILES	OC1CN([PH2]=S)C1
total charge	0
energy above the lowest of the compared OMol25 structures with the same formula, charge and spin	95.07	kJ/mol

Each atom is followed by the atoms it is bonded to, with distances in Å.
Element x y z (Å)
1 O 0.06 -1.21 2.46  C2 1.392, H8 0.980
2 C 0.64 -0.63 1.33  O1 1.392, C3 1.574, C7 1.626, H9 1.105
3 C 0.29 -1.18 -0.10  C2 1.574, N4 1.483, H10 1.023, H11 1.053
4 N -0.25 0.16 -0.43  C3 1.483, P5 1.703, C7 1.494
5 P -0.34 1.00 -1.91  N4 1.703, S6 2.022, H12 1.498, H13 1.473
6 S 0.35 2.86 -2.32  P5 2.022
7 C 0.02 0.81 0.89  C2 1.626, N4 1.494, H14 1.163, H15 1.065
8 H -0.85 -1.34 2.12  O1 0.980
9 H 1.71 -0.67 1.60  C2 1.105
10 H 1.06 -1.52 -0.68  C3 1.023
11 H -0.54 -1.81 0.04  C3 1.053
12 H -1.78 0.73 -2.18  P5 1.498
13 H 0.17 0.08 -2.94  P5 1.473
14 H -0.99 0.95 1.43  C7 1.163
15 H 0.45 1.77 0.69  C7 1.065